The following is a DFT calculation (the ωB97M-V functional and the def2-TZVPD basis) of a molecular structure, C22H32BrN6O2Sn in a non-equilibrium geometry.

Atoms and positions in Å:
Sn: 2.218 -0.693 -0.333
N: 2.646 0.610 1.657
C: 4.096 0.879 1.808
C: 4.867 -0.402 1.577
N: 4.730 -0.840 0.167
C: 5.520 0.028 -0.730
C: 4.760 0.329 -2.009
N: 3.378 0.780 -1.693
C: 5.131 -2.268 0.060
C: 5.033 -2.846 -1.339
N: 3.674 -2.741 -1.891
H: 2.315 0.067 2.451
H: 2.118 1.478 1.669
H: 4.366 1.626 1.062
H: 4.339 1.299 2.784
H: 5.916 -0.256 1.852
H: 4.481 -1.198 2.219
H: 5.745 0.964 -0.220
H: 6.485 -0.425 -0.970
H: 5.294 1.091 -2.578
H: 4.669 -0.549 -2.641
H: 3.389 1.720 -1.300
H: 2.850 0.869 -2.560
H: 6.166 -2.396 0.396
H: 4.496 -2.826 0.753
H: 5.710 -2.320 -2.013
H: 5.396 -3.875 -1.289
H: 3.703 -2.839 -2.901
H: 3.107 -3.521 -1.573
O: -2.460 3.420 -0.724
C: -2.042 2.963 -1.967
C: -2.555 3.436 -3.160
C: -2.097 2.895 -4.352
C: -1.148 1.879 -4.351
C: -0.638 1.421 -3.147
C: -1.087 1.958 -1.949
C: -0.501 1.487 -0.606
O: 0.594 0.762 -0.653
N: -1.713 0.852 0.036
N: -1.744 -0.213 0.642
C: -3.027 -0.573 1.143
C: -3.212 -1.724 1.794
Br: -1.833 -2.956 2.051
C: -4.516 -2.199 2.301
C: -5.653 -1.529 2.650
C: -6.800 -2.357 2.941
C: -7.979 -1.799 3.352
C: -8.047 -0.413 3.511
C: -6.944 0.432 3.256
C: -5.768 -0.104 2.837
H: -3.067 4.163 -0.835
H: -3.292 4.231 -3.162
H: -2.485 3.273 -5.288
H: -0.816 1.447 -5.284
H: 0.124 0.653 -3.123
H: -0.435 2.394 0.030
H: -2.552 1.453 -0.054
H: -3.876 0.061 0.901
H: -4.552 -3.277 2.426
H: -6.719 -3.429 2.807
H: -8.841 -2.417 3.560
H: -8.970 0.030 3.866
H: -7.038 1.496 3.423
H: -4.907 0.538 2.713

Computed properties:
Largest force on an atom in eV Å⁻¹: 1.2
HOMO-LUMO gap in eV: 4.766
Net charge: +3
E_HOMO in Eh: -0.5780